Here is a structure of composition C34H42BaN4P2 in a non-equilibrium geometry from the Open Molecules 2025 dataset. Energies are from ωB97M-V/def2-TZVPD.

Values from the calculation:
total charge: 0
E_HOMO (spin up / spin down): -6.790 / -4.681 eV
energy relative to the best compared isomer or geometry (same formula, charge and spin): 75.8 kJ/mol

Geometry (Å):
Ba -2.046 1.584 0.640
C 0.654 -4.361 0.965
C 1.160 -3.121 1.048
C 0.926 -1.944 0.112
C -0.456 -1.813 -0.581
C -0.654 -2.501 -1.885
C -0.090 -3.630 -2.326
C 0.767 -4.484 -1.478
C 0.009 -4.987 -0.213
C -4.066 -0.009 -0.713
H 0.621 -4.964 1.865
H 1.605 -2.859 2.017
H 1.750 -1.807 -0.618
H 0.980 -1.073 0.792
H -1.281 -2.014 0.130
H -0.623 -0.728 -0.798
H -1.359 -2.000 -2.542
H -0.204 -3.927 -3.366
H 1.648 -3.914 -1.135
H 1.085 -5.395 -2.000
H -1.058 -4.763 -0.240
H 0.082 -6.071 -0.115
H -4.727 -0.729 -0.198
H -3.630 -0.526 -1.595
H -4.675 0.856 -1.053
P -0.073 1.880 -1.483
P 1.349 1.134 2.206
N 0.635 1.335 -3.000
N 0.184 3.654 -1.744
N 2.919 0.455 1.614
N 2.356 2.135 3.380
C 1.423 1.802 -0.471
C 1.187 2.435 0.922
C -0.183 0.968 -4.074
C 0.624 0.649 -5.156
C 1.981 0.877 -4.759
C 1.956 1.335 -3.445
C -0.916 4.470 -2.033
C -0.460 5.542 -2.776
C 0.958 5.393 -2.954
C 1.336 4.238 -2.293
C 3.404 -0.847 1.745
C 4.633 -0.949 1.113
C 4.967 0.353 0.620
C 3.897 1.178 0.921
C 3.719 2.188 3.710
C 3.982 3.341 4.451
C 2.734 4.032 4.598
C 1.774 3.285 3.926
H 2.237 2.329 -0.998
H 1.712 0.735 -0.462
H 1.913 3.251 1.062
H 0.189 2.936 1.063
H -1.254 1.002 -3.956
H 0.293 0.262 -6.113
H 2.886 0.717 -5.325
H 2.753 1.659 -2.794
H -1.895 4.209 -1.636
H -1.060 6.353 -3.163
H 1.649 6.028 -3.485
H 2.323 3.834 -2.112
H 2.874 -1.573 2.338
H 5.251 -1.838 1.043
H 5.889 0.679 0.148
H 3.755 2.220 0.713
H 4.413 1.416 3.413
H 4.949 3.645 4.842
H 2.565 4.968 5.119
H 0.722 3.466 3.789
C -3.005 -2.817 1.349
C -4.336 -2.501 1.628
C -5.377 -3.045 0.799
C -6.696 -2.717 1.063
C -7.018 -1.875 2.141
C -6.008 -1.297 2.931
C -4.676 -1.554 2.647
H -2.250 -2.708 2.132
H -2.815 -3.379 0.432
H -5.084 -3.668 -0.056
H -7.480 -3.113 0.407
H -8.066 -1.690 2.393
H -6.278 -0.622 3.750
H -3.876 -1.019 3.167